The following is a DFT calculation (ωB97M-V with the def2-TZVPD basis set) of 21 unconnected molecules or ions with the total composition C56H168N14O21.

Values from the calculation:
- energy (eV) = -124646.2949
- multiplicity = 1
- E_HOMO (eV) = -8.644
- ΔE to the lowest compared entry with this formula, charge and spin (kJ/mol) = 306.8
- HOMO-LUMO gap (eV) = 8.0993
- LUMO energy (eV) = -0.5

```
259
Properties=species:S:1:pos:R:3:forces:R:3:lowdin_charge:R:1
O -15.653 -22.239 7.443 -0.1836 -0.0264 -0.1328 -0.03
H -14.877 -22.301 7.999 0.2017 0.0267 0.4383 0.09
H -15.313 -22.280 6.549 0.3983 0.0126 -0.5015 0.06
O -16.360 -19.045 4.595 -0.1051 -0.0718 0.0608 -0.04
H -16.100 -18.130 4.699 -0.0414 0.3197 0.0865 0.05
H -15.562 -19.491 4.311 0.2183 -0.2985 -0.2520 0.06
O -22.000 -22.072 4.858 -0.1538 -0.2908 -1.2741 -0.09
H -21.332 -21.875 5.515 0.6508 0.1275 0.5612 -0.03
H -22.829 -21.873 5.293 -0.5487 0.4805 0.5782 -0.02
O -17.735 -21.058 5.994 -0.0389 -0.1730 0.2536 -0.05
H -17.394 -20.273 5.565 0.1011 0.7847 -0.2393 0.02
H -16.994 -21.400 6.494 0.0740 0.0751 0.5682 0.01
O -20.099 -21.890 6.790 -0.8194 0.6885 0.1164 -0.07
H -20.066 -22.787 7.122 0.1965 -0.6542 0.2558 -0.02
H -19.182 -21.648 6.661 0.3199 0.3739 -0.2944 -0.01
O -16.396 -24.938 7.062 -0.4954 -0.4750 -0.2091 -0.05
H -15.533 -25.258 6.799 0.1876 -0.2411 0.0004 0.05
H -16.300 -23.985 7.087 0.0115 0.4631 0.2149 -0.02
O -19.548 -24.287 7.811 0.9445 0.6736 0.2898 -0.05
H -18.777 -24.817 7.611 0.4381 -0.0679 -0.1705 0.02
H -20.283 -24.895 7.737 -1.3273 -1.0975 0.1704 -0.01
C -24.127 -25.189 1.850 1.0853 0.4391 -1.0102 -0.04
C -23.167 -23.940 1.688 -0.5434 -0.4776 0.1180 -0.39
C -22.901 -23.468 0.229 -0.1885 -0.3311 0.9472 -0.20
O -22.195 -24.435 -0.505 -0.3635 -0.5435 0.1577 -0.17
C -20.799 -24.442 -0.357 0.7632 0.1650 -0.7400 -0.12
N -23.770 -22.850 2.468 0.3549 0.0499 -0.4461 0.05
H -24.837 -25.056 2.666 0.0237 0.2713 -0.2003 0.06
H -23.608 -26.132 2.016 0.2830 0.0678 0.0333 0.06
H -24.621 -25.307 0.886 -0.5090 -0.0731 0.1557 0.07
H -22.178 -24.176 2.079 0.1770 -0.2226 0.1914 0.11
H -22.323 -22.544 0.196 0.1833 0.3280 0.4712 0.11
H -23.846 -23.215 -0.252 -0.1096 -0.4280 -0.2862 0.13
H -20.442 -25.279 -0.956 0.0315 0.1221 -0.0748 0.09
H -20.287 -24.528 0.602 -0.9100 -0.3589 0.7982 0.07
H -20.361 -23.517 -0.733 -0.0474 0.2714 -0.5099 0.08
H -23.322 -22.902 3.373 -0.0386 0.1590 0.3860 0.03
H -23.397 -21.999 2.073 -0.1338 0.5401 0.0840 0.03
C -22.104 -19.128 2.387 1.8270 0.2884 -0.2822 -0.08
C -23.114 -18.692 3.374 -1.9020 0.6259 -1.4500 -0.42
C -23.447 -17.209 3.039 0.4059 -0.4581 0.6813 -0.19
O -24.552 -16.809 3.826 -0.2432 -0.2998 -0.1709 -0.21
C -25.139 -15.631 3.396 -0.6092 1.9508 -0.0590 -0.13
N -24.353 -19.450 3.106 0.3597 0.2276 0.5654 0.07
H -21.213 -18.578 2.691 0.6725 -0.2845 -0.1907 0.08
H -22.290 -18.801 1.363 -0.4762 -0.0951 0.0200 0.08
H -21.884 -20.195 2.376 -0.0787 0.0159 0.2637 0.07
H -22.769 -18.880 4.390 0.1746 0.4912 0.2213 0.13
H -23.660 -17.065 1.979 -0.3718 -0.5084 -0.1914 0.13
H -22.604 -16.539 3.205 0.4144 0.0412 0.4005 0.12
H -25.186 -15.435 2.325 0.0299 -0.8751 -0.4191 0.09
H -24.642 -14.722 3.735 0.6802 -0.0029 0.4930 0.08
H -26.150 -15.483 3.776 -0.1022 -0.6893 0.1298 0.09
H -24.207 -20.318 3.602 -0.2805 -0.5589 -0.1393 0.03
H -25.084 -18.978 3.620 -0.4495 0.0029 0.0863 0.06
C -16.395 -27.601 9.646 -0.3250 -0.7391 0.8535 -0.05
C -17.131 -26.532 10.442 -1.1688 -0.2974 0.5197 -0.44
C -17.259 -26.817 11.988 0.1845 -1.1008 -0.5040 -0.14
O -17.984 -28.071 12.211 0.1277 0.7646 -0.1263 -0.21
C -18.373 -28.487 13.537 -0.0481 0.3561 -0.9738 -0.09
N -16.473 -25.303 10.198 1.8420 2.5700 0.4034 0.04
H -16.931 -28.547 9.725 -0.0999 -0.0878 -0.3530 0.07
H -15.433 -27.786 10.123 0.1544 0.1802 0.0674 0.08
H -16.185 -27.331 8.611 -0.3651 0.1305 0.0509 0.06
H -18.134 -26.287 10.093 -0.7809 -1.3516 -0.1396 0.11
H -17.715 -25.956 12.476 -0.5379 -0.0273 -0.0043 0.09
H -16.262 -26.889 12.422 0.2925 -0.1476 0.0037 0.12
H -18.710 -27.653 14.152 0.2295 0.1439 0.1143 0.08
H -17.630 -29.103 14.044 0.4521 0.3772 0.0137 0.08
H -19.227 -29.153 13.412 -0.1226 0.0742 -0.2244 0.07
H -16.778 -24.854 9.346 0.1573 -0.8054 -0.7112 0.04
H -16.733 -24.546 10.813 0.0379 -0.2093 1.0145 0.04
C -25.843 -21.545 11.208 0.6263 0.3683 -1.0384 -0.04
C -25.651 -22.798 10.353 1.7616 1.6729 0.7315 -0.47
C -24.153 -23.022 10.133 0.5309 -0.2769 -1.9241 -0.14
O -23.603 -22.080 9.166 -0.9886 -0.3401 1.0261 -0.23
C -22.206 -22.030 9.131 0.6804 1.0053 0.7360 -0.11
N -26.183 -23.907 11.015 -1.5044 -2.1764 0.2868 0.04
H -25.363 -20.760 10.623 -0.5668 0.6498 0.0994 0.05
H -25.290 -21.547 12.147 -0.1762 -0.4534 0.1727 0.09
H -26.916 -21.425 11.361 0.1173 0.5355 0.1138 0.08
H -26.242 -22.644 9.450 0.4929 -0.1359 -0.3820 0.13
H -23.898 -23.999 9.722 -0.5640 -0.4318 -0.1193 0.10
H -23.619 -23.055 11.083 0.1314 0.7746 0.3360 0.12
H -21.673 -22.891 8.727 -0.3776 -0.2953 -0.0278 0.08
H -21.853 -21.794 10.135 0.3074 -0.4434 0.4386 0.09
H -21.877 -21.142 8.592 -0.2851 -0.1682 -0.5821 0.08
H -25.876 -24.023 11.970 0.3259 0.1689 0.1228 0.09
H -27.165 -23.676 11.076 -0.4064 -0.6535 0.2966 0.08
C -25.412 -23.017 6.427 -0.3236 -1.9271 -0.1616 -0.05
C -25.472 -21.570 6.110 0.0558 0.8633 0.5649 -0.40
C -26.552 -20.883 6.910 -0.5033 0.7119 0.6124 -0.20
O -26.708 -19.543 6.444 -0.0432 0.6973 0.0365 -0.19
C -27.384 -18.603 7.302 0.1128 -0.5881 -0.3809 -0.09
N -24.177 -21.008 6.516 0.0665 0.3123 -0.9523 0.08
H -24.584 -23.505 5.913 0.1512 0.1300 -0.0572 0.07
H -26.291 -23.605 6.165 -0.2909 0.2986 -0.3754 0.09
H -25.294 -23.251 7.485 0.2749 0.4645 0.2012 0.06
H -25.655 -21.349 5.058 0.1385 -0.2746 -0.1739 0.14
H -26.163 -20.884 7.929 -0.0814 0.2116 0.4836 0.10
H -27.509 -21.403 6.957 -0.2532 -0.1464 -0.3996 0.13
H -27.136 -18.822 8.341 -0.2180 0.0873 0.1507 0.08
H -28.460 -18.562 7.128 -0.2782 -0.7722 0.2016 0.08
H -27.133 -17.567 7.077 0.8736 -0.1750 -0.2237 0.08
H -23.983 -21.273 7.471 -0.0750 -0.1748 0.1732 0.04
H -24.262 -20.001 6.502 0.1390 0.3117 -0.1110 0.06
C -19.159 -23.398 3.511 0.2089 -0.1405 0.1475 -0.04
C -17.608 -23.561 3.416 -1.8612 0.5389 0.0292 -0.40
C -17.118 -24.270 2.132 0.6249 0.9877 1.0475 -0.22
O -17.632 -25.538 1.821 0.0911 0.0818 1.3024 -0.16
C -17.674 -26.370 2.995 -1.2402 -0.9320 -1.2167 -0.10
N -16.984 -22.224 3.507 0.3037 -0.3618 0.0867 0.04
H -19.714 -24.328 3.390 0.0138 -0.0486 -0.4377 0.06
H -19.539 -22.623 2.845 0.0301 -0.2149 -0.5132 0.08
H -19.497 -23.037 4.483 0.4545 0.0272 0.2972 0.05
H -17.342 -24.079 4.338 0.4551 -0.3272 -0.1554 0.11
H -16.040 -24.352 2.269 0.3678 0.0341 -0.1577 0.11
H -17.287 -23.547 1.334 -0.1964 -0.3753 -0.4103 0.12
H -17.874 -27.353 2.569 0.0492 -0.1605 0.2031 0.09
H -18.549 -26.126 3.598 0.0588 0.1854 0.1903 0.06
H -16.813 -26.480 3.655 0.5129 0.6597 -0.3699 0.09
H -17.298 -21.868 4.398 0.1884 -0.1414 0.3312 0.00
H -17.474 -21.572 2.912 -0.0501 -0.0747 -0.7913 0.07
C -16.510 -23.683 13.968 0.6639 -0.7767 -0.8639 -0.06
C -17.301 -22.409 13.784 0.3375 -1.1419 -0.5262 -0.45
C -18.297 -22.518 12.610 1.1297 0.7758 -0.3067 -0.18
O -17.542 -22.644 11.413 -0.3436 -0.2249 0.1840 -0.20
C -18.335 -22.730 10.260 0.1529 -0.2932 -1.1160 -0.13
N -17.955 -22.100 15.018 -0.8665 0.8086 0.3436 0.04
H -15.975 -23.965 13.061 -0.0250 0.2373 -0.3270 0.07
H -17.149 -24.549 14.138 -0.2128 0.0483 0.4802 0.07
H -15.713 -23.637 14.711 -0.3974 0.2345 0.3634 0.08
H -16.580 -21.624 13.555 -0.1627 0.2600 -0.1187 0.14
H -18.824 -21.570 12.511 -0.4402 0.1686 0.3056 0.12
H -19.022 -23.324 12.720 -0.0473 -0.3297 0.1515 0.12
H -19.102 -21.972 10.101 0.0415 0.5694 0.5060 0.09
H -18.861 -23.672 10.107 0.0908 -0.3085 0.4687 0.05
H -17.648 -22.659 9.417 0.0214 0.1255 -0.1069 0.08
H -18.637 -21.396 14.771 -0.1487 0.6625 0.4583 0.07
H -18.549 -22.856 15.328 0.1592 -0.5403 0.0758 0.07
C -18.959 -12.835 4.092 0.5100 -1.0626 -0.5105 -0.07
C -19.867 -14.013 4.457 -0.1028 -0.1821 1.1861 -0.42
C -19.177 -15.152 5.303 -0.7311 -0.3049 -0.9005 -0.14
O -20.000 -16.360 5.336 1.0958 -0.1082 0.0317 -0.25
C -19.299 -17.528 5.876 -0.4615 1.5107 -0.5585 -0.05
N -20.922 -13.417 5.272 -0.3216 -0.0947 0.0170 0.03
H -18.375 -13.077 3.204 0.2633 -0.0168 0.0103 0.07
H -18.272 -12.622 4.911 -0.1326 0.3092 0.0084 0.08
H -19.566 -11.972 3.819 0.0675 0.0311 0.2967 0.07
H -20.285 -14.482 3.566 0.1688 -0.1789 -0.3107 0.13
H -19.012 -14.817 6.327 0.0865 0.1903 0.0739 0.11
H -18.237 -15.443 4.834 0.3105 0.1555 -0.0451 0.11
H -18.919 -17.281 6.867 -0.2316 -0.2484 0.3005 0.07
H -18.434 -17.790 5.267 -0.0450 0.0249 -0.3073 0.06
H -20.013 -18.351 5.859 0.0907 0.0812 0.2417 0.09
H -21.368 -12.688 4.733 0.1379 0.4264 -0.0817 0.06
H -21.675 -14.082 5.377 -0.2735 -0.4603 0.5404 0.02
C -14.496 -15.670 12.341 -0.4707 0.9925 -0.1009 -0.08
C -15.094 -17.015 12.064 0.2052 -0.7327 0.3976 -0.44
C -15.286 -17.287 10.551 -0.6974 -1.9592 0.8339 -0.15
O -16.103 -18.512 10.513 0.9514 0.2114 0.1596 -0.23
C -16.219 -19.099 9.212 -0.4634 2.0377 0.7632 -0.10
N -14.299 -18.006 12.814 0.3647 -0.5700 -0.8839 0.04
H -13.503 -15.517 11.920 -0.0319 -0.1112 -0.3351 0.08
H -14.399 -15.421 13.398 -0.1721 -0.4261 0.0768 0.08
H -15.209 -14.956 11.929 0.3276 0.4726 -0.1625 0.08
H -16.075 -17.089 12.534 -0.2363 0.2822 -0.2336 0.14
H -14.332 -17.495 10.066 0.3048 0.0144 -0.0484 0.12
H -15.787 -16.500 9.988 -0.1918 0.2481 0.1734 0.11
H -16.974 -19.885 9.248 0.4225 -0.1843 0.0250 0.08
H -15.252 -19.353 8.779 0.0419 -0.4698 0.0736 0.08
H -16.625 -18.256 8.653 -0.2053 -0.2681 -0.9954 0.07
H -13.394 -18.089 12.373 0.7652 0.6811 0.0572 0.06
H -14.590 -18.951 12.612 -1.0275 -0.2422 0.1776 0.06
C -20.523 -18.565 10.119 0.4068 0.7785 0.0186 -0.05
C -20.372 -17.162 10.757 1.5884 -0.9151 -0.0850 -0.43
C -19.669 -16.152 9.774 -1.0991 -1.4095 0.4724 -0.21
O -19.426 -14.913 10.405 0.2262 0.2191 -0.7556 -0.18
C -19.010 -13.907 9.432 0.0069 -0.9125 1.5070 -0.06
N -21.629 -16.687 11.193 -1.0218 0.6018 0.1667 0.06
H -20.960 -18.371 9.139 0.2361 -0.5919 -0.4110 0.07
H -21.164 -19.275 10.641 -0.3559 0.5186 0.3690 0.07
H -19.559 -19.073 10.126 0.1635 0.1325 -0.6978 0.07
H -19.752 -17.318 11.639 0.5146 0.3500 0.0537 0.13
H -20.348 -16.019 8.932 -0.4699 0.2219 -0.2184 0.10
H -18.840 -16.686 9.310 1.0103 0.3926 0.2865 0.10
H -18.918 -12.955 9.955 -0.2294 -0.0901 0.0656 0.09
H -19.750 -13.833 8.636 0.2497 -0.0309 -0.2696 0.08
H -18.001 -14.200 9.144 -0.0448 0.1298 -0.7461 0.08
H -21.583 -15.689 11.043 -0.5330 0.3914 0.3820 0.07
H -22.316 -17.042 10.543 -0.3228 0.3333 -0.0479 0.03
C -21.866 -28.897 10.810 1.5381 1.4074 0.8821 -0.04
C -22.250 -27.934 11.980 0.4334 -0.4185 -1.2336 -0.43
C -22.939 -26.696 11.374 0.7990 0.9694 0.7686 -0.16
O -22.140 -25.913 10.488 -0.1782 -0.8169 -0.8680 -0.24
C -21.137 -25.105 11.040 -0.6055 0.2967 0.0608 -0.10
N -23.024 -28.580 12.999 -1.2369 -0.4088 0.1340 0.03
H -21.425 -29.822 11.184 -0.5759 -0.3292 0.0278 0.07
H -20.980 -28.391 10.428 0.0295 -0.0174 -0.8498 0.07
H -22.603 -29.001 10.014 -0.1270 -0.1389 0.2423 0.08
H -21.376 -27.677 12.579 0.5807 0.6504 -0.7879 0.12
H -23.184 -25.984 12.162 -0.5904 -0.2891 0.5096 0.12
H -23.827 -26.950 10.795 -0.0045 -0.1931 0.1828 0.11
H -20.908 -24.289 10.354 0.0419 -0.3662 -0.3884 0.06
H -20.228 -25.666 11.253 0.0911 0.0282 0.3396 0.08
H -21.577 -24.588 11.893 0.3733 -0.1022 0.7134 0.09
H -22.392 -29.224 13.453 -0.0215 -0.0954 0.3408 0.07
H -23.653 -29.189 12.496 -0.6566 -0.2117 0.2622 0.07
C -22.024 -25.204 5.586 -1.0149 0.4216 0.1709 -0.04
C -22.746 -25.717 6.833 -0.9746 -1.1808 -1.5051 -0.37
C -23.750 -26.941 6.578 0.6861 1.0614 -1.5083 -0.20
O -24.193 -27.517 7.740 -0.7624 -0.3557 2.1740 -0.18
C -25.236 -26.837 8.461 0.1224 -0.1183 0.0676 -0.08
N -21.688 -26.107 7.719 -0.4820 -0.3316 0.4734 0.07
H -22.741 -25.004 4.790 0.1902 0.3919 -0.1580 0.07
H -21.268 -25.878 5.182 -0.1659 -0.5300 0.2191 0.08
H -21.477 -24.313 5.894 -0.2814 0.1984 -0.4633 0.05
H -23.383 -24.996 7.346 0.2492 0.6524 -0.2577 0.12
H -23.310 -27.709 5.942 0.8557 -0.3355 0.4881 0.11
H -24.615 -26.770 5.936 -0.3497 1.2273 -0.0519 0.12
H -24.964 -25.948 9.029 0.7134 0.3118 -0.2967 0.05
H -25.607 -27.491 9.250 0.0156 -0.4411 -0.3441 0.09
H -26.074 -26.532 7.835 -0.0124 -0.2279 -0.3836 0.09
H -22.202 -26.428 8.527 0.7270 -0.2184 0.7563 0.06
H -21.309 -26.927 7.269 0.4208 -0.4743 0.2460 0.06
C -24.382 -14.971 7.392 -0.1525 -0.9020 1.1129 -0.05
C -23.199 -15.918 7.259 -0.7554 0.4018 0.1729 -0.40
C -23.598 -17.363 7.672 0.2363 0.9273 0.5923 -0.15
O -23.592 -17.386 9.092 0.4287 -0.1468 0.6231 -0.23
C -23.988 -18.637 9.616 -1.3945 0.2054 -0.8144 -0.10
N -22.696 -15.700 5.928 0.4228 -0.8974 -0.8281 0.06
H -24.803 -15.178 8.376 -0.3515 0.2149 0.1233 0.08
H -25.127 -15.255 6.649 -0.0704 0.5793 -0.2081 0.07
H -24.026 -13.941 7.401 -0.3368 -0.0287 -0.5068 0.08
H -22.504 -15.526 8.000 0.5578 -0.4623 -0.0502 0.13
H -22.890 -18.098 7.288 0.1008 -0.2132 -0.2614 0.12
H -24.629 -17.621 7.429 -0.0640 -0.0433 -0.8990 0.11
H -24.920 -18.913 9.123 -0.3041 -0.2602 -0.4106 0.06
H -24.339 -18.535 10.643 0.9409 0.0304 0.2564 0.10
H -23.303 -19.451 9.380 0.3369 0.0730 0.4979 0.07
H -21.816 -16.153 5.728 0.6012 0.0365 0.5939 0.04
H -23.271 -16.168 5.243 -0.8983 0.1916 0.0557 0.04
C -20.741 -32.143 7.306 -0.0526 0.9759 0.5034 -0.05
C -21.054 -30.630 7.294 -0.2864 0.1992 -1.1485 -0.39
C -19.858 -29.734 7.051 2.2447 -1.6803 0.2097 -0.25
O -20.102 -28.463 6.589 -0.3334 2.1882 -0.0836 -0.22
C -18.989 -27.533 6.745 -0.6727 -1.2427 -0.6426 -0.06
N -22.017 -30.435 6.171 -0.0146 0.1063 0.7946 0.05
H -19.963 -32.445 8.007 0.1657 0.2098 -0.0352 0.08
H -20.458 -32.430 6.293 -0.0660 -0.3051 0.0897 0.07
H -21.660 -32.619 7.646 0.0367 -0.2674 -0.3970 0.08
H -21.463 -30.339 8.262 -0.5969 0.0148 -0.1451 0.11
H -19.214 -30.202 6.307 0.1555 -0.5300 -0.4298 0.13
H -19.207 -29.715 7.925 -0.0815 0.1479 0.6078 0.12
H -19.208 -26.692 6.087 -0.1649 0.2079 0.4728 0.07
H -18.069 -27.962 6.349 0.1222 -0.3222 0.0703 0.09
H -18.847 -27.301 7.800 -0.0493 0.3036 -0.0079 0.08
H -21.672 -30.932 5.362 0.0988 -0.3798 -0.0706 0.06
H -21.959 -29.471 5.875 -0.2565 0.3289 0.1495 0.04
```
Positions in Å, forces in eV/Å.